Molecular formula: C11H21N3O5
Method: DFT, ωB97M-V with the def2-TZVPD basis set

XYZ file:
```
40
Properties=species:S:1:pos:R:3:forces:R:3:lowdin_charge:R:1
C -0.7280 -0.0011 0.9889 1.807 -0.939 -0.951 -0.270
C 0.6084 -0.7260 0.7716 -0.715 1.665 0.829 -0.465
C -1.9158 -0.9794 0.5530 3.048 1.608 1.471 -0.129
C -3.3080 -0.4858 1.0158 -0.626 -5.445 0.485 -0.185
C -4.1545 -0.8873 -0.2039 0.034 -3.303 1.473 -0.241
C -3.7589 -0.0748 -1.3327 2.185 -0.292 -2.066 -0.410
C 2.6691 -0.6230 -0.3686 3.970 -2.809 -2.086 -0.225
C 3.1482 -2.1614 -0.7371 3.643 0.858 0.460 -0.255
C 3.5322 -0.2927 0.9241 -2.346 3.121 -2.180 -0.128
C 3.0957 1.1849 1.0399 1.217 3.229 2.188 -0.081
C 2.9095 2.2131 -0.2775 0.346 -2.888 5.093 -0.591
H -1.5766 1.3539 -0.1041 -2.358 1.993 -0.453 -0.002
H 0.1247 1.8350 0.1199 -2.341 -1.464 0.086 0.113
H -0.4577 0.2517 2.0476 -1.699 0.094 -0.472 0.159
H -1.6601 -1.9669 0.9517 -0.317 0.116 0.019 0.119
H -1.5879 -0.9788 -0.5563 -1.525 -0.363 1.669 0.125
H -3.7504 -0.9791 2.0405 1.482 0.700 -2.573 0.169
H -3.4357 0.4988 1.1268 0.271 3.548 0.727 0.033
H -5.1961 -0.7864 0.0314 -0.760 -0.329 -0.083 0.105
H -3.8066 -1.9422 -0.3991 -1.314 0.519 0.061 0.131
H -4.3032 -0.1227 -2.2909 -0.010 -0.541 0.475 0.122
H -2.6990 -0.2671 -1.5369 -0.499 -0.517 -0.692 0.086
H -3.0224 1.8481 -1.3033 -2.046 -1.034 0.621 0.106
H -4.8803 1.5167 -1.1209 4.663 0.129 1.762 0.208
H 0.8114 0.1759 -1.0637 0.194 -0.272 0.707 0.144
H 3.1927 -0.0320 -1.3065 -1.459 -1.351 2.277 0.206
H 3.2595 -0.7572 1.8344 -0.382 -0.775 0.456 0.098
H 4.5419 -0.4899 0.7052 1.144 0.092 -0.376 0.090
H 3.5727 1.8194 2.0241 -0.510 -1.491 -2.969 0.180
H 2.0906 1.2141 1.4226 -0.568 -0.291 -0.112 0.066
H 4.7785 2.1876 -0.5005 -2.165 0.702 -1.437 0.193
H 1.4514 -2.2164 -1.6831 2.341 -1.422 -0.338 0.134
N -0.6663 1.0944 0.0254 2.903 0.224 0.678 0.050
N -3.7143 1.2058 -0.7744 -4.097 6.136 -3.010 -0.073
N 1.2726 -0.4538 -0.3967 -0.216 -0.575 -0.061 0.067
O 1.1284 -1.1792 1.7644 0.591 -1.573 -0.134 0.078
O 4.3121 -2.4706 -0.2486 -6.464 -0.088 -3.520 0.012
O 1.8595 2.7203 -0.4102 -2.480 1.051 -0.997 0.107
O 3.9266 2.5188 -0.9823 4.868 -0.226 -0.427 0.140
O 2.3361 -2.7647 -1.7897 0.190 2.201 3.397 0.014
```
Forces are in eV/Å.

## Properties
SMILES = NCCCC[C@H](N)C(=O)N[C@@H](CCC(=O)O)C(=O)O
Orbital gap = 9.572 eV
ΔE to the lowest compared entry with this formula, charge and spin = 159.3 kcal/mol

---

Molecular formula: C40H55BrN2O6PTi
Method: DFT, ωB97M-V with the def2-TZVPD basis set

XYZ file:
```
106
Properties=species:S:1:pos:R:3:forces:R:3:lowdin_charge:R:1
Ti 0.1034 1.1676 1.2014 0.352 0.466 0.377 1.039
C 3.0784 0.0584 2.8674 0.053 -0.059 0.034 -0.080
O 2.1669 1.1481 2.7659 -0.220 0.036 -0.126 -0.314
C 1.9941 1.8676 3.9680 0.152 0.037 0.201 -0.188
C 1.2592 3.1124 3.5586 -0.050 0.109 0.032 -0.123
O 0.0496 2.7383 2.8676 -0.029 0.145 -0.161 -0.248
C -1.1072 2.7435 3.7288 0.125 -0.025 0.149 -0.135
C -2.3146 2.5630 2.8621 -0.197 0.136 0.019 -0.171
O -2.1380 1.3632 2.1292 0.206 0.027 -0.015 -0.279
C -3.2655 1.1024 1.2875 -0.073 -0.019 0.036 -0.029
H 3.9973 0.3878 3.3552 0.024 -0.003 -0.047 0.110
H 3.2924 -0.2662 1.8547 -0.033 -0.061 -0.024 0.068
H 2.6401 -0.7709 3.4248 0.063 0.031 0.057 0.063
H 2.9631 2.1287 4.4138 -0.100 -0.023 -0.080 0.150
H 1.4339 1.2795 4.7098 0.005 0.048 -0.072 0.129
H 1.8571 3.6865 2.8473 0.039 -0.086 0.050 0.143
H 1.0071 3.7527 4.4071 0.062 -0.079 -0.047 0.145
H -1.1477 3.7016 4.2573 -0.058 -0.114 -0.076 0.148
H -1.0067 1.9295 4.4570 -0.116 0.104 -0.088 0.133
H -2.4385 3.4096 2.1680 0.065 -0.099 0.121 0.141
H -3.2112 2.5041 3.4927 0.095 -0.026 -0.086 0.153
H -3.1296 0.1230 0.8420 -0.009 0.018 0.001 0.081
H -4.1752 1.1038 1.8923 0.033 0.003 -0.039 0.114
H -3.3368 1.8651 0.5081 -0.023 0.013 0.004 0.096
C -3.8687 -5.1190 3.0912 0.011 0.002 0.028 -0.035
C -2.8243 -5.3196 1.9874 0.090 0.064 -0.010 -0.556
C -3.4682 -6.0834 0.8346 -0.060 -0.032 -0.037 -0.056
C -1.6608 -6.1590 2.5318 -0.012 -0.031 0.014 -0.038
C -2.2911 -3.9546 1.5516 0.007 -0.030 0.113 -0.141
C -1.6040 -3.1610 2.4773 -0.071 -0.004 -0.208 -0.052
C -1.1133 -1.9496 2.0642 -0.097 -0.186 -0.071 -0.499
Br -0.1297 -0.8661 3.2765 -0.020 -0.190 0.068 1.036
C -1.2644 -1.4627 0.7624 0.367 0.449 -0.163 -0.331
O -0.6579 -0.2739 0.4682 -0.343 -0.379 -0.078 -0.283
C -1.9837 -2.2036 -0.1690 -0.135 -0.323 0.226 -0.078
C -2.4645 -3.4480 0.2760 0.066 0.155 -0.041 0.041
C -2.3173 -1.8169 -1.6147 0.068 0.002 0.056 -0.520
C -1.6077 -2.7988 -2.5541 0.053 0.027 -0.071 -0.017
C -3.8343 -1.9173 -1.8075 -0.089 0.030 -0.067 -0.029
C -1.8906 -0.4067 -2.0190 0.005 0.034 -0.026 -0.045
H -4.2642 -6.0841 3.4039 -0.032 -0.053 0.028 0.093
H -4.7005 -4.5073 2.7431 -0.042 0.025 -0.045 0.093
H -3.4403 -4.6377 3.9701 0.026 0.025 0.043 0.081
H -3.7903 -7.0612 1.1892 -0.015 -0.037 0.023 0.094
H -2.7742 -6.2497 0.0110 0.082 -0.002 -0.035 0.091
H -4.3507 -5.5772 0.4438 -0.053 0.064 -0.003 0.090
H -2.0229 -7.1360 2.8501 -0.033 -0.038 0.004 0.093
H -1.1882 -5.6932 3.3950 0.031 0.039 0.054 0.078
H -0.8970 -6.3162 1.7702 0.029 0.005 -0.056 0.092
H -1.4527 -3.4903 3.4920 0.017 -0.033 0.127 0.112
H -3.0102 -4.0416 -0.4399 0.003 -0.072 0.010 0.098
H -1.9024 -3.8310 -2.3761 -0.030 -0.056 0.048 0.090
H -0.5255 -2.7294 -2.4338 0.023 0.000 -0.007 0.071
H -1.8529 -2.5602 -3.5887 -0.019 0.013 -0.080 0.095
H -4.2154 -2.9211 -1.6340 -0.013 -0.016 -0.019 0.083
H -4.0943 -1.6410 -2.8291 -0.006 0.013 -0.057 0.095
H -4.3608 -1.2409 -1.1328 -0.027 0.041 0.045 0.090
H -0.8163 -0.2803 -1.9366 0.132 0.038 -0.021 0.061
H -2.3703 0.3644 -1.4151 -0.024 0.021 0.061 0.072
H -2.1755 -0.2438 -3.0604 -0.019 -0.007 -0.009 0.096
O 1.8675 1.3017 0.1423 -0.326 -0.360 -0.262 -0.396
P 2.3414 0.9626 -1.2840 -0.150 0.223 0.441 0.883
C 1.4399 1.9006 -2.5127 0.032 0.159 -0.204 -0.278
C 1.4503 3.2939 -2.3763 0.013 -0.042 0.037 -0.098
C 0.8267 4.0919 -3.3177 0.036 -0.041 0.014 -0.074
C 0.1953 3.5098 -4.4111 -0.001 0.011 -0.039 -0.057
C 0.1884 2.1335 -4.5597 0.044 -0.027 0.069 -0.046
C 0.8154 1.3279 -3.6158 -0.128 0.123 0.047 -0.066
C 2.2117 -0.7863 -1.6248 0.152 -0.147 -0.123 -0.266
C 2.6196 -1.2622 -2.8765 0.003 -0.102 0.068 -0.075
C 2.6015 -2.6202 -3.1453 -0.023 0.042 0.054 -0.047
C 2.1984 -3.5163 -2.1624 0.034 0.008 -0.009 -0.056
C 1.8233 -3.0550 -0.9109 0.022 0.051 -0.006 -0.057
C 1.8349 -1.6941 -0.6399 -0.089 0.017 0.176 -0.068
C 4.0590 1.4162 -1.4411 0.143 -0.043 0.098 -0.269
C 4.5662 2.0465 -2.5717 0.007 0.039 -0.126 -0.063
C 5.9278 2.2991 -2.6708 -0.030 0.014 -0.030 -0.053
C 6.7808 1.9272 -1.6465 0.020 -0.025 0.071 -0.049
C 6.2818 1.2945 -0.5133 -0.059 0.045 -0.096 -0.052
C 4.9275 1.0360 -0.4141 0.048 0.044 -0.032 -0.059
H 1.9645 3.7562 -1.5408 0.027 -0.043 0.014 0.119
H 0.8569 5.1680 -3.2192 0.006 0.069 0.002 0.111
H -0.2709 4.1327 -5.1609 -0.036 0.045 -0.032 0.116
H -0.2882 1.6829 -5.4180 -0.028 -0.028 -0.036 0.117
H 0.8085 0.2586 -3.7466 -0.040 -0.131 0.000 0.096
H 2.9718 -0.5822 -3.6405 0.029 0.079 -0.023 0.115
H 2.9137 -2.9794 -4.1153 0.013 -0.018 -0.029 0.118
H 2.1914 -4.5768 -2.3706 -0.005 -0.041 -0.016 0.119
H 1.5206 -3.7522 -0.1422 -0.012 -0.023 0.041 0.117
H 1.5445 -1.3508 0.3472 0.059 0.005 -0.119 0.088
H 3.9133 2.3447 -3.3823 -0.033 -0.016 0.015 0.110
H 6.3195 2.7863 -3.5519 0.009 0.025 -0.033 0.116
H 7.8396 2.1266 -1.7268 0.050 0.009 -0.016 0.117
H 6.9508 1.0013 0.2821 0.028 -0.020 0.046 0.114
H 4.5458 0.5389 0.4640 -0.046 -0.034 0.060 0.085
C -0.5533 6.2543 0.0007 0.028 0.031 -0.026 -0.026
N -0.3056 4.8416 0.2410 -0.188 -0.186 -0.113 0.062
C -0.9416 3.8030 -0.3186 -0.096 -0.186 -0.074 -0.550
N -1.9294 3.9853 -1.2277 0.354 0.040 0.290 0.230
O -0.6577 2.6250 0.0248 -0.008 0.226 -0.141 -0.090
H -0.6214 6.7798 0.9512 0.053 0.017 -0.020 0.097
H -1.5043 6.3910 -0.5054 -0.024 0.015 0.011 0.086
H 0.2395 6.6947 -0.6031 -0.028 0.035 0.004 0.094
H 0.4187 4.5802 0.8934 -0.123 0.027 -0.053 0.142
H -2.0414 4.8526 -1.7245 0.031 -0.015 0.046 0.110
H -2.2292 3.1493 -1.7030 -0.002 -0.008 -0.013 0.123
```
Forces are in eV/Å.

## Properties
Spin multiplicity = 2
Charge = +2
Orbital gap (spin up / spin down) = 8.625 / 8.830 eV

---

Repeat the first record exactly.
Molecular formula: C11H21N3O5
Method: DFT, ωB97M-V with the def2-TZVPD basis set

XYZ file:
```
40
Properties=species:S:1:pos:R:3:forces:R:3:lowdin_charge:R:1
C -0.7280 -0.0011 0.9889 1.807 -0.939 -0.951 -0.270
C 0.6084 -0.7260 0.7716 -0.715 1.665 0.829 -0.465
C -1.9158 -0.9794 0.5530 3.048 1.608 1.471 -0.129
C -3.3080 -0.4858 1.0158 -0.626 -5.445 0.485 -0.185
C -4.1545 -0.8873 -0.2039 0.034 -3.303 1.473 -0.241
C -3.7589 -0.0748 -1.3327 2.185 -0.292 -2.066 -0.410
C 2.6691 -0.6230 -0.3686 3.970 -2.809 -2.086 -0.225
C 3.1482 -2.1614 -0.7371 3.643 0.858 0.460 -0.255
C 3.5322 -0.2927 0.9241 -2.346 3.121 -2.180 -0.128
C 3.0957 1.1849 1.0399 1.217 3.229 2.188 -0.081
C 2.9095 2.2131 -0.2775 0.346 -2.888 5.093 -0.591
H -1.5766 1.3539 -0.1041 -2.358 1.993 -0.453 -0.002
H 0.1247 1.8350 0.1199 -2.341 -1.464 0.086 0.113
H -0.4577 0.2517 2.0476 -1.699 0.094 -0.472 0.159
H -1.6601 -1.9669 0.9517 -0.317 0.116 0.019 0.119
H -1.5879 -0.9788 -0.5563 -1.525 -0.363 1.669 0.125
H -3.7504 -0.9791 2.0405 1.482 0.700 -2.573 0.169
H -3.4357 0.4988 1.1268 0.271 3.548 0.727 0.033
H -5.1961 -0.7864 0.0314 -0.760 -0.329 -0.083 0.105
H -3.8066 -1.9422 -0.3991 -1.314 0.519 0.061 0.131
H -4.3032 -0.1227 -2.2909 -0.010 -0.541 0.475 0.122
H -2.6990 -0.2671 -1.5369 -0.499 -0.517 -0.692 0.086
H -3.0224 1.8481 -1.3033 -2.046 -1.034 0.621 0.106
H -4.8803 1.5167 -1.1209 4.663 0.129 1.762 0.208
H 0.8114 0.1759 -1.0637 0.194 -0.272 0.707 0.144
H 3.1927 -0.0320 -1.3065 -1.459 -1.351 2.277 0.206
H 3.2595 -0.7572 1.8344 -0.382 -0.775 0.456 0.098
H 4.5419 -0.4899 0.7052 1.144 0.092 -0.376 0.090
H 3.5727 1.8194 2.0241 -0.510 -1.491 -2.969 0.180
H 2.0906 1.2141 1.4226 -0.568 -0.291 -0.112 0.066
H 4.7785 2.1876 -0.5005 -2.165 0.702 -1.437 0.193
H 1.4514 -2.2164 -1.6831 2.341 -1.422 -0.338 0.134
N -0.6663 1.0944 0.0254 2.903 0.224 0.678 0.050
N -3.7143 1.2058 -0.7744 -4.097 6.136 -3.010 -0.073
N 1.2726 -0.4538 -0.3967 -0.216 -0.575 -0.061 0.067
O 1.1284 -1.1792 1.7644 0.591 -1.573 -0.134 0.078
O 4.3121 -2.4706 -0.2486 -6.464 -0.088 -3.520 0.012
O 1.8595 2.7203 -0.4102 -2.480 1.051 -0.997 0.107
O 3.9266 2.5188 -0.9823 4.868 -0.226 -0.427 0.140
O 2.3361 -2.7647 -1.7897 0.190 2.201 3.397 0.014
```
Forces are in eV/Å.

## Properties
SMILES = NCCCC[C@H](N)C(=O)N[C@@H](CCC(=O)O)C(=O)O
Orbital gap = 9.572 eV
ΔE to the lowest compared entry with this formula, charge and spin = 159.3 kcal/mol

---

Question: Which formula does entry 2 have?
Answer: C40H55BrN2O6PTi

---

What did the first record say?
Molecular formula: C11H21N3O5
Method: DFT, ωB97M-V with the def2-TZVPD basis set

XYZ file:
```
40
Properties=species:S:1:pos:R:3:forces:R:3:lowdin_charge:R:1
C -0.7280 -0.0011 0.9889 1.807 -0.939 -0.951 -0.270
C 0.6084 -0.7260 0.7716 -0.715 1.665 0.829 -0.465
C -1.9158 -0.9794 0.5530 3.048 1.608 1.471 -0.129
C -3.3080 -0.4858 1.0158 -0.626 -5.445 0.485 -0.185
C -4.1545 -0.8873 -0.2039 0.034 -3.303 1.473 -0.241
C -3.7589 -0.0748 -1.3327 2.185 -0.292 -2.066 -0.410
C 2.6691 -0.6230 -0.3686 3.970 -2.809 -2.086 -0.225
C 3.1482 -2.1614 -0.7371 3.643 0.858 0.460 -0.255
C 3.5322 -0.2927 0.9241 -2.346 3.121 -2.180 -0.128
C 3.0957 1.1849 1.0399 1.217 3.229 2.188 -0.081
C 2.9095 2.2131 -0.2775 0.346 -2.888 5.093 -0.591
H -1.5766 1.3539 -0.1041 -2.358 1.993 -0.453 -0.002
H 0.1247 1.8350 0.1199 -2.341 -1.464 0.086 0.113
H -0.4577 0.2517 2.0476 -1.699 0.094 -0.472 0.159
H -1.6601 -1.9669 0.9517 -0.317 0.116 0.019 0.119
H -1.5879 -0.9788 -0.5563 -1.525 -0.363 1.669 0.125
H -3.7504 -0.9791 2.0405 1.482 0.700 -2.573 0.169
H -3.4357 0.4988 1.1268 0.271 3.548 0.727 0.033
H -5.1961 -0.7864 0.0314 -0.760 -0.329 -0.083 0.105
H -3.8066 -1.9422 -0.3991 -1.314 0.519 0.061 0.131
H -4.3032 -0.1227 -2.2909 -0.010 -0.541 0.475 0.122
H -2.6990 -0.2671 -1.5369 -0.499 -0.517 -0.692 0.086
H -3.0224 1.8481 -1.3033 -2.046 -1.034 0.621 0.106
H -4.8803 1.5167 -1.1209 4.663 0.129 1.762 0.208
H 0.8114 0.1759 -1.0637 0.194 -0.272 0.707 0.144
H 3.1927 -0.0320 -1.3065 -1.459 -1.351 2.277 0.206
H 3.2595 -0.7572 1.8344 -0.382 -0.775 0.456 0.098
H 4.5419 -0.4899 0.7052 1.144 0.092 -0.376 0.090
H 3.5727 1.8194 2.0241 -0.510 -1.491 -2.969 0.180
H 2.0906 1.2141 1.4226 -0.568 -0.291 -0.112 0.066
H 4.7785 2.1876 -0.5005 -2.165 0.702 -1.437 0.193
H 1.4514 -2.2164 -1.6831 2.341 -1.422 -0.338 0.134
N -0.6663 1.0944 0.0254 2.903 0.224 0.678 0.050
N -3.7143 1.2058 -0.7744 -4.097 6.136 -3.010 -0.073
N 1.2726 -0.4538 -0.3967 -0.216 -0.575 -0.061 0.067
O 1.1284 -1.1792 1.7644 0.591 -1.573 -0.134 0.078
O 4.3121 -2.4706 -0.2486 -6.464 -0.088 -3.520 0.012
O 1.8595 2.7203 -0.4102 -2.480 1.051 -0.997 0.107
O 3.9266 2.5188 -0.9823 4.868 -0.226 -0.427 0.140
O 2.3361 -2.7647 -1.7897 0.190 2.201 3.397 0.014
```
Forces are in eV/Å.

## Properties
SMILES = NCCCC[C@H](N)C(=O)N[C@@H](CCC(=O)O)C(=O)O
Orbital gap = 9.572 eV
ΔE to the lowest compared entry with this formula, charge and spin = 159.3 kcal/mol